[1]
{"formula": "C29H68BrCl2N18O20P2S", "method": "ωB97M-V/def2-TZVPD", "mol_weight_g_mol": 1233.79, "charge": -1, "orbital_gap_ev": 5.63, "energy_ev": -223457.08347, "elements": ["C", "C", "O", "C", "C", "C", "C", "C", "C", "O", "O", "O", "C", "S", "Br", "C", "O", "C", "C", "O", "C", "C", "O", "C", "O", "O", "P", "O", "O", "C", "Cl", "C", "C", "Cl", "P", "C", "C", "H", "H", "H", "H", "H", "H", "H", "H", "H", "H", "H", "H", "H", "H", "H", "H", "H", "H", "H", "H", "H", "H", "H", "H", "H", "H", "H", "H", "H", "H", "H", "H", "C", "O", "N", "N", "H", "H", "H", "H", "C", "O", "N", "N", "H", "H", "H", "H", "C", "O", "N", "N", "H", "H", "H", "H", "C", "O", "N", "N", "H", "H", "H", "H", "C", "O", "N", "N", "H", "H", "H", "H", "C", "O", "N", "N", "H", "H", "H", "H", "C", "O", "N", "N", "H", "H", "H", "H", "C", "O", "N", "N", "H", "H", "H", "H", "C", "O", "N", "N", "H", "H", "H", "H"], "xyz": [[4.569, 0.879, 3.347], [3.983, 0.168, 2.109], [3.699, 1.164, 1.149], [3.090, 0.622, -0.008], [2.409, 1.731, -0.829], [3.448, 2.913, -0.748], [2.390, 1.475, -2.357], [1.816, 0.183, -2.945], [2.497, -1.106, -2.539], [3.675, -1.310, -2.561], [1.636, -2.106, -2.115], [1.243, 2.367, -0.300], [0.238, 1.743, 0.386], [-0.207, 0.062, -0.234], [0.725, 1.348, 2.289], [-1.010, 2.756, 0.300], [-2.264, 2.192, 0.458], [-2.912, 1.793, 1.655], [-4.387, 1.555, 1.198], [-5.308, 2.612, 1.605], [-6.202, 2.857, 0.597], [-7.125, 1.694, 0.229], [-6.256, 3.907, 0.029], [-2.562, 0.375, 2.223], [-2.762, -0.611, 1.485], [-2.188, 0.320, 3.421], [-3.004, 3.000, 3.137], [-1.495, 3.078, 3.831], [-3.908, 2.202, 4.256], [-0.734, 4.107, 0.991], [0.827, 4.475, 1.708], [-1.645, 5.096, 1.031], [-3.033, 5.092, 0.456], [-1.253, 6.631, 1.797], [-1.061, 3.343, -1.531], [0.006, 4.777, -1.879], [-1.318, 2.089, -2.831], [5.621, 0.610, 3.455], [3.983, 0.664, 4.243], [4.490, 1.953, 3.166], [4.672, -0.591, 1.709], [3.062, -0.343, 2.417], [3.904, 0.246, -0.645], [2.459, -0.243, 0.232], [3.242, 3.574, -1.598], [3.311, 3.479, 0.169], [4.461, 2.541, -0.886], [1.859, 2.318, -2.812], [3.422, 1.573, -2.703], [0.744, 0.048, -2.835], [1.961, 0.245, -4.035], [1.383, -1.945, -1.197], [-1.525, 0.134, -0.499], [-4.761, 0.610, 1.590], [-4.364, 1.452, 0.110], [-8.099, 2.052, -0.083], [-7.167, 1.010, 1.078], [-6.639, 1.153, -0.587], [-1.548, 2.602, 4.669], [-3.870, 1.238, 4.136], [-3.596, 4.189, 0.654], [-3.598, 5.923, 0.884], [-3.014, 5.240, -0.625], [1.056, 4.621, -1.604], [-0.363, 5.685, -1.403], [0.014, 4.983, -2.951], [-2.041, 2.478, -3.553], [-1.702, 1.131, -2.491], [-0.410, 1.899, -3.417], [-2.030, -4.067, -0.217], [-2.200, -3.320, -1.172], [-1.980, -5.433, -0.369], [-1.876, -3.642, 1.060], [-1.837, -6.068, 0.395], [-2.091, -5.796, -1.296], [-1.906, -2.646, 1.236], [-1.734, -4.273, 1.830], [0.786, -5.884, 2.922], [-0.412, -5.677, 2.787], [1.715, -5.229, 2.166], [1.274, -6.771, 3.832], [2.702, -5.372, 2.253], [1.374, -4.567, 1.492], [0.601, -7.257, 4.407], [2.251, -6.948, 3.961], [-1.149, -7.701, 6.758], [-0.582, -8.097, 5.753], [-1.135, -8.403, 7.932], [-1.840, -6.528, 6.781], [-1.593, -8.096, 8.767], [-0.633, -9.271, 7.940], [-1.862, -5.993, 5.929], [-2.313, -6.176, 7.590], [-3.106, -8.844, -3.211], [-2.379, -9.818, -3.330], [-4.431, -8.933, -2.904], [-2.659, -7.561, -3.358], [-5.025, -8.129, -2.801], [-4.812, -9.848, -2.762], [-1.688, -7.431, -3.572], [-3.248, -6.755, -3.252], [6.406, 3.789, -2.998], [5.608, 3.052, -3.552], [7.286, 3.334, -2.050], [6.485, 5.121, -3.273], [7.948, 3.921, -1.580], [7.249, 2.359, -1.821], [5.851, 5.493, -3.964], [7.134, 5.741, -2.829], [5.468, 6.473, -6.768], [5.677, 6.681, -5.585], [6.440, 6.017, -7.612], [4.244, 6.677, -7.338], [6.291, 5.836, -8.586], [7.347, 5.853, -7.218], [3.509, 7.005, -6.739], [4.047, 6.510, -8.305], [3.233, 2.272, 7.076], [3.663, 1.494, 6.246], [3.328, 2.039, 8.424], [2.616, 3.440, 6.728], [2.977, 2.666, 9.122], [3.773, 1.188, 8.710], [2.522, 3.633, 5.747], [2.249, 4.095, 7.391], [0.407, 3.744, -6.061], [0.597, 3.936, -4.876], [1.381, 3.247, -6.885], [-0.794, 4.006, -6.663], [1.248, 3.075, -7.862], [2.271, 3.043, -6.468], [-1.527, 4.367, -6.081], [-0.974, 3.852, -7.636], [-6.507, -7.056, -0.199], [-6.309, -6.768, -1.368], [-7.301, -8.108, 0.174], [-5.948, -6.351, 0.823], [-7.474, -8.361, 1.127], [-7.725, -8.644, -0.559], [-5.356, -5.576, 0.577], [-6.092, -6.565, 1.790]]}

[2]
{"formula": "C29H71B2F3N6O4P2", "method": "ωB97M-V/def2-TZVPD", "mol_weight_g_mol": 708.49, "smiles": "CCCCCCCCCCCCCCB(COC(F)(F)F)B(C)O.CN(C)P(=O)(N(C)C)N(C)C.CN(C)P(=O)(N(C)C)N(C)C", "orbital_gap_ev": 8.03, "energy_ev": -76438.02886, "relative_energy_ev": 0.000, "elements": ["C", "C", "C", "C", "C", "C", "C", "C", "C", "C", "C", "C", "C", "C", "B", "C", "O", "C", "F", "F", "F", "B", "C", "O", "H", "H", "H", "H", "H", "H", "H", "H", "H", "H", "H", "H", "H", "H", "H", "H", "H", "H", "H", "H", "H", "H", "H", "H", "H", "H", "H", "H", "H", "H", "H", "H", "H", "H", "H", "O", "P", "N", "C", "C", "N", "C", "C", "N", "C", "C", "H", "H", "H", "H", "H", "H", "H", "H", "H", "H", "H", "H", "H", "H", "H", "H", "H", "H", "O", "P", "N", "C", "C", "N", "C", "C", "N", "C", "C", "H", "H", "H", "H", "H", "H", "H", "H", "H", "H", "H", "H", "H", "H", "H", "H", "H", "H"], "xyz": [[5.278, -1.819, 2.419], [5.230, -1.172, 1.034], [3.943, -1.457, 0.220], [2.715, -1.711, 1.093], [1.421, -1.692, 0.263], [0.772, -0.309, 0.153], [-0.751, -0.365, 0.138], [-1.409, -0.973, 1.387], [-0.750, -0.755, 2.759], [-1.167, 0.523, 3.494], [-0.977, 1.841, 2.742], [0.413, 2.454, 2.960], [0.543, 3.832, 2.320], [1.744, 4.630, 2.889], [3.020, 4.793, 2.004], [4.036, 5.956, 2.448], [4.558, 5.737, 3.786], [5.796, 5.252, 3.805], [5.885, 4.048, 3.207], [6.694, 6.051, 3.220], [6.168, 5.095, 5.064], [3.494, 3.860, 0.636], [3.218, 2.334, 0.434], [4.154, 4.544, -0.394], [4.661, -1.282, 3.137], [4.967, -2.862, 2.397], [6.306, -1.789, 2.780], [5.367, -0.096, 1.148], [6.070, -1.570, 0.464], [4.115, -2.356, -0.372], [3.745, -0.588, -0.407], [2.770, -2.693, 1.562], [2.620, -0.969, 1.890], [0.729, -2.396, 0.726], [1.584, -2.066, -0.750], [1.072, 0.294, 1.014], [1.132, 0.229, -0.726], [-1.031, -1.011, -0.702], [-1.163, 0.610, -0.125], [-2.405, -0.524, 1.458], [-1.588, -2.037, 1.239], [-1.093, -1.583, 3.385], [0.338, -0.829, 2.752], [-0.529, 0.598, 4.381], [-2.183, 0.421, 3.880], [-1.250, 1.790, 1.688], [-1.662, 2.566, 3.194], [0.494, 2.599, 4.041], [1.220, 1.771, 2.684], [0.523, 3.795, 1.230], [-0.354, 4.377, 2.629], [1.394, 5.642, 3.123], [2.018, 4.197, 3.858], [4.830, 6.138, 1.726], [3.464, 6.886, 2.492], [3.918, 1.936, -0.301], [3.283, 1.755, 1.356], [2.192, 2.256, 0.061], [5.107, 4.580, -0.264], [0.012, -4.972, -0.225], [-0.041, -6.164, -1.124], [-1.379, -5.839, -2.153], [-2.715, -5.753, -1.587], [-1.109, -4.689, -3.007], [-0.339, -7.410, 0.008], [-1.467, -8.310, -0.053], [0.034, -7.130, 1.390], [0.750, -7.266, -2.241], [2.185, -6.987, -2.408], [0.166, -7.651, -3.517], [-3.430, -5.560, -2.389], [-2.815, -4.957, -0.837], [-3.015, -6.695, -1.135], [-0.132, -4.792, -3.491], [-1.106, -3.747, -2.443], [-1.858, -4.626, -3.799], [-2.371, -7.866, 0.385], [-1.245, -9.226, 0.501], [-1.686, -8.617, -1.077], [-0.726, -6.540, 1.920], [0.971, -6.583, 1.437], [0.177, -8.073, 1.922], [2.367, -6.083, -3.001], [2.683, -7.826, -2.895], [2.654, -6.849, -1.430], [0.190, -6.858, -4.275], [-0.860, -7.984, -3.402], [0.744, -8.498, -3.896], [-3.335, 1.941, -1.560], [-3.558, 3.279, -2.192], [-3.259, 4.388, -0.913], [-4.128, 4.395, 0.253], [-1.862, 4.343, -0.512], [-5.204, 3.156, -2.632], [-6.228, 4.080, -2.200], [-5.739, 1.807, -2.771], [-3.224, 4.432, -3.474], [-2.327, 3.899, -4.511], [-2.913, 5.831, -3.218], [-3.792, 5.173, 0.942], [-4.134, 3.437, 0.790], [-5.150, 4.650, -0.017], [-1.207, 4.415, -1.388], [-1.619, 3.412, 0.015], [-1.622, 5.189, 0.136], [-6.605, 3.835, -1.198], [-7.076, 4.049, -2.890], [-5.870, 5.111, -2.201], [-6.020, 1.364, -1.806], [-5.015, 1.148, -3.240], [-6.623, 1.835, -3.412], [-1.290, 3.820, -4.164], [-2.348, 4.533, -5.398], [-2.658, 2.901, -4.813], [-1.910, 5.994, -2.804], [-3.637, 6.285, -2.551], [-2.973, 6.357, -4.174]]}

[3]
{"formula": "C29H72O9", "method": "ωB97M-V/def2-TZVPD", "mol_weight_g_mol": 564.89, "smiles": "C1CCOC1.C1CCOC1.CC(C)O.CC(C)O.CC(C)O.CC(C)O.CC(C)O.CC(C)O.CC(C)O", "orbital_gap_ev": 10.12, "energy_ev": -49666.49088, "elements": ["C", "C", "C", "O", "C", "H", "H", "H", "H", "H", "H", "H", "H", "C", "C", "C", "O", "C", "H", "H", "H", "H", "H", "H", "H", "H", "C", "C", "C", "O", "H", "H", "H", "H", "H", "H", "H", "H", "C", "C", "C", "O", "H", "H", "H", "H", "H", "H", "H", "H", "C", "C", "C", "O", "H", "H", "H", "H", "H", "H", "H", "H", "C", "C", "C", "O", "H", "H", "H", "H", "H", "H", "H", "H", "C", "C", "C", "O", "H", "H", "H", "H", "H", "H", "H", "H", "C", "C", "C", "O", "H", "H", "H", "H", "H", "H", "H", "H", "C", "C", "C", "O", "H", "H", "H", "H", "H", "H", "H", "H"], "xyz": [[3.006, -2.349, 2.931], [2.732, -2.808, 1.498], [3.833, -3.881, 1.248], [4.754, -3.769, 2.299], [4.012, -3.370, 3.449], [2.107, -2.253, 3.542], [3.465, -1.358, 2.889], [2.855, -2.047, 0.724], [1.763, -3.284, 1.317], [4.236, -3.683, 0.253], [3.416, -4.895, 1.196], [4.689, -3.003, 4.211], [3.450, -4.248, 3.799], [-4.569, 2.385, -3.570], [-3.649, 1.195, -3.515], [-2.294, 1.885, -3.377], [-2.538, 3.018, -2.545], [-3.936, 3.321, -2.553], [-5.595, 2.130, -3.293], [-4.652, 2.882, -4.540], [-3.776, 0.494, -4.338], [-3.823, 0.631, -2.591], [-1.964, 2.186, -4.380], [-1.511, 1.283, -2.915], [-4.066, 4.382, -2.784], [-4.419, 3.204, -1.574], [-2.927, 3.081, 1.450], [-1.777, 3.912, 2.021], [-1.726, 5.306, 1.418], [-2.057, 4.217, 3.403], [-3.837, 3.630, 1.701], [-2.926, 2.040, 1.765], [-2.869, 3.097, 0.355], [-0.832, 3.378, 1.891], [-0.856, 5.890, 1.715], [-2.599, 5.890, 1.718], [-1.759, 5.255, 0.327], [-2.240, 3.394, 3.870], [3.036, -4.883, -2.608], [2.311, -5.532, -3.782], [0.924, -6.034, -3.421], [2.328, -4.597, -4.849], [3.351, -5.654, -1.902], [2.391, -4.155, -2.111], [3.961, -4.397, -2.918], [2.943, -6.396, -4.034], [0.262, -5.206, -3.165], [0.989, -6.776, -2.627], [0.487, -6.505, -4.306], [2.085, -5.029, -5.674], [5.434, 0.122, -1.413], [4.578, -0.536, -2.464], [5.397, -1.526, -3.283], [3.472, -1.198, -1.860], [4.845, 0.907, -0.927], [6.334, 0.550, -1.852], [5.752, -0.508, -0.578], [4.265, 0.256, -3.159], [5.922, -2.233, -2.626], [6.243, -1.043, -3.778], [4.816, -2.157, -3.957], [2.980, -1.572, -2.601], [-5.701, 0.234, 2.869], [-6.477, 0.025, 1.583], [-5.531, -0.040, 0.397], [-7.194, -1.225, 1.598], [-5.170, 1.188, 2.890], [-4.944, -0.545, 2.998], [-6.340, 0.171, 3.753], [-7.187, 0.847, 1.443], [-4.725, -0.766, 0.526], [-5.044, 0.942, 0.371], [-6.003, -0.301, -0.548], [-7.927, -1.102, 2.213], [2.466, 2.610, -1.720], [1.278, 3.531, -2.033], [0.225, 3.467, -0.926], [1.729, 4.896, -2.069], [2.982, 2.312, -2.635], [2.109, 1.694, -1.238], [3.238, 3.025, -1.069], [0.902, 3.242, -3.011], [-0.216, 2.466, -0.826], [-0.570, 4.170, -1.146], [0.681, 3.615, 0.056], [2.224, 5.050, -1.260], [0.092, 1.693, 4.013], [0.732, 0.467, 4.636], [1.034, 0.568, 6.121], [0.033, -0.751, 4.411], [-0.534, 1.310, 3.198], [0.791, 2.400, 3.568], [-0.562, 2.251, 4.686], [1.709, 0.306, 4.149], [1.798, 1.324, 6.301], [1.452, -0.391, 6.433], [0.138, 0.753, 6.715], [-0.059, -0.909, 3.457], [-1.724, -0.138, 0.347], [-0.713, -1.248, 0.424], [0.113, -1.421, -0.850], [0.111, -1.070, 1.573], [-2.506, -0.128, 1.111], [-2.297, -0.174, -0.587], [-1.302, 0.872, 0.385], [-1.282, -2.186, 0.532], [0.698, -0.520, -1.044], [-0.510, -1.754, -1.677], [0.833, -2.225, -0.671], [0.923, -1.574, 1.433]]}

[4]
{"formula": "C29H74N7O3S", "method": "ωB97M-V/def2-TZVPD", "mol_weight_g_mol": 601.02, "charge": 1, "orbital_gap_ev": 3.95, "energy_ev": -58669.37898, "relative_energy_ev": 4.601, "elements": ["N", "C", "N", "N", "C", "C", "C", "C", "S", "O", "O", "O", "H", "H", "H", "H", "H", "H", "H", "H", "H", "H", "H", "H", "H", "H", "C", "C", "N", "C", "C", "C", "C", "H", "H", "H", "H", "H", "H", "H", "H", "H", "H", "H", "H", "H", "H", "H", "C", "C", "N", "C", "C", "C", "C", "H", "H", "H", "H", "H", "H", "H", "H", "H", "H", "H", "H", "H", "H", "H", "C", "C", "N", "C", "C", "C", "C", "H", "H", "H", "H", "H", "H", "H", "H", "H", "H", "H", "H", "H", "H", "H", "C", "C", "N", "C", "C", "C", "C", "H", "H", "H", "H", "H", "H", "H", "H", "H", "H", "H", "H", "H", "H", "H"], "xyz": [[0.498, -3.869, -3.269], [1.068, -5.290, -3.076], [1.855, -5.788, -4.108], [0.757, -6.136, -1.861], [1.998, -6.679, -1.187], [2.306, -5.792, 0.197], [3.907, -5.507, 0.417], [4.638, -4.678, -0.794], [3.961, -2.961, -1.108], [3.648, -2.858, -2.625], [2.754, -2.557, -0.229], [5.220, -1.822, -0.730], [0.802, -3.283, -2.461], [-0.545, -3.931, -3.293], [2.348, -5.175, -4.802], [1.929, -6.821, -4.253], [0.109, -6.912, -2.161], [2.950, -6.730, -1.868], [1.743, -7.805, -0.882], [1.976, -6.515, 1.086], [1.617, -4.850, 0.279], [4.098, -5.051, 1.499], [4.431, -6.580, 0.447], [4.693, -5.276, -1.823], [5.779, -4.534, -0.473], [4.839, -0.912, -0.993], [-1.896, -5.475, 0.302], [-2.032, -3.956, 0.368], [-3.148, -3.421, -0.416], [-3.104, -1.964, -0.567], [-3.255, -1.119, 0.694], [-4.472, -3.978, -0.124], [-4.992, -3.851, 1.305], [-1.813, -5.821, -0.733], [-0.993, -5.790, 0.835], [-2.744, -5.982, 0.773], [-1.095, -3.538, -0.022], [-2.095, -3.654, 1.419], [-3.864, -1.650, -1.294], [-2.147, -1.701, -1.036], [-4.291, -1.091, 1.039], [-2.965, -0.084, 0.480], [-2.621, -1.470, 1.512], [-4.461, -5.040, -0.388], [-5.212, -3.540, -0.806], [-4.231, -4.089, 2.054], [-5.823, -4.548, 1.456], [-5.378, -2.850, 1.507], [-0.442, 1.890, -0.790], [-0.577, 3.410, -0.724], [-1.693, 3.945, -1.508], [-1.650, 5.402, -1.659], [-1.800, 6.247, -0.398], [-3.018, 3.388, -1.216], [-3.537, 3.515, 0.213], [-0.358, 1.545, -1.826], [0.461, 1.576, -0.257], [-1.289, 1.384, -0.319], [0.359, 3.828, -1.114], [-0.641, 3.712, 0.327], [-2.409, 5.716, -2.386], [-0.692, 5.664, -2.128], [-2.836, 6.274, -0.054], [-1.511, 7.281, -0.612], [-1.166, 5.896, 0.420], [-3.006, 2.326, -1.481], [-3.757, 3.826, -1.898], [-2.777, 3.277, 0.962], [-4.369, 2.818, 0.364], [-3.924, 4.516, 0.414], [-4.563, 8.491, -3.088], [-4.092, 9.593, -4.034], [-3.207, 10.579, -3.408], [-2.986, 11.768, -4.236], [-2.254, 11.578, -5.561], [-2.011, 10.050, -2.745], [-1.039, 9.233, -3.591], [-5.052, 8.910, -2.204], [-5.287, 7.849, -3.600], [-3.737, 7.852, -2.763], [-4.993, 10.107, -4.393], [-3.626, 9.130, -4.910], [-2.457, 12.528, -3.648], [-3.964, 12.215, -4.453], [-1.182, 11.434, -5.412], [-2.370, 12.477, -6.177], [-2.645, 10.737, -6.140], [-2.335, 9.428, -1.905], [-1.460, 10.872, -2.273], [-1.545, 8.515, -4.242], [-0.373, 8.662, -2.935], [-0.403, 9.874, -4.206], [2.592, -4.901, 4.755], [3.478, -5.281, 5.939], [4.874, -5.544, 5.581], [5.643, -6.167, 6.662], [5.858, -5.354, 7.934], [5.571, -4.476, 4.857], [5.661, -3.110, 5.530], [2.630, -5.663, 3.971], [1.553, -4.809, 5.085], [2.881, -3.938, 4.322], [3.049, -6.192, 6.375], [3.397, -4.501, 6.704], [6.620, -6.485, 6.278], [5.137, -7.101, 6.941], [6.613, -4.577, 7.793], [6.225, -6.009, 8.732], [4.937, -4.888, 8.296], [5.079, -4.345, 3.888], [6.584, -4.809, 4.600], [4.717, -2.800, 5.986], [5.926, -2.351, 4.786], [6.441, -3.088, 6.294]]}

Q: What is the formula in the second record?
A: C29H71B2F3N6O4P2

Q: What is the formula in the first record?
A: C29H68BrCl2N18O20P2S